[1]
91
Properties=species:S:1:pos:R:3 method="wB97M-V/def2-TZVPD" largest_force_ha_per_bohr=0.226 e_homo_ev=-4.65 charge=-1 gap_ev=5.8 total_energy_ev=-106852.7299
Zr 0.194 -0.156 0.103
C 2.426 -2.163 3.249
C 1.325 -1.426 2.515
N 0.909 -1.771 1.335
N 1.567 -2.877 0.779
C 1.875 -2.807 -0.485
S 1.560 -1.450 -1.503
S 2.682 -4.231 -1.176
C 4.070 -4.333 -0.026
C 5.227 -3.431 -0.383
C 5.239 -2.097 0.046
C 6.299 -1.252 -0.283
C 7.356 -1.727 -1.054
C 7.348 -3.046 -1.506
C 6.289 -3.894 -1.174
C 0.684 -0.284 3.241
C 0.265 -0.527 4.568
C -0.301 0.489 5.329
C -0.456 1.745 4.762
C -0.052 1.968 3.438
C 0.530 0.978 2.616
O 0.886 1.240 1.418
H 3.302 -2.271 2.607
H 2.066 -3.155 3.538
H 2.745 -1.627 4.147
H 4.421 -5.372 -0.043
H 3.760 -4.160 1.010
H 4.392 -1.690 0.601
H 6.263 -0.214 0.039
H 8.164 -1.057 -1.328
H 8.154 -3.408 -2.136
H 6.276 -4.911 -1.556
H 0.375 -1.518 4.993
H -0.622 0.300 6.346
H -0.896 2.559 5.326
H -0.191 2.960 3.008
S 0.480 1.302 -1.985
C 2.009 1.392 -1.210
C 3.014 2.154 -1.789
C 4.251 2.219 -1.150
C 4.439 1.524 0.038
C 3.374 0.791 0.538
N 2.166 0.708 -0.056
H 2.844 2.687 -2.717
H 5.052 2.807 -1.582
H 5.385 1.552 0.562
H 3.462 0.229 1.461
C -3.103 -3.729 -3.920
C -2.247 -3.332 -2.731
O -2.645 -2.031 -2.313
P -1.646 -1.277 -1.286
O -2.755 -0.655 -0.287
C -3.261 -1.499 0.742
C -4.742 -1.737 0.510
O -1.330 0.039 -2.172
C -2.390 0.806 -2.738
C -2.327 0.708 -4.252
H -2.859 -4.741 -4.255
H -2.946 -3.035 -4.753
H -4.167 -3.686 -3.665
H -1.191 -3.353 -3.029
H -2.404 -4.044 -1.912
H -3.123 -0.976 1.695
H -2.732 -2.458 0.818
H -5.281 -0.786 0.448
H -5.172 -2.334 1.319
H -4.908 -2.260 -0.438
H -2.234 1.848 -2.438
H -3.388 0.515 -2.387
H -1.339 1.006 -4.619
H -3.084 1.349 -4.714
H -2.493 -0.322 -4.583
O -3.156 0.548 0.944
C -2.419 1.486 0.514
O -1.202 1.397 0.171
C -3.059 2.853 0.398
C -2.310 3.958 -0.050
C -2.907 5.220 -0.156
C -4.254 5.405 0.180
C -5.000 4.306 0.627
C -4.413 3.041 0.737
N -6.413 4.491 0.983
O -6.880 5.637 0.895
O -7.064 3.503 1.349
N -2.117 6.365 -0.626
O -2.704 7.451 -0.755
O -0.914 6.194 -0.865
H -1.262 3.803 -0.310
H -4.714 6.388 0.097
H -4.985 2.179 1.084
H -1.068 -0.990 1.272

[2]
81
Properties=species:S:1:pos:R:3 method="wB97M-V/def2-TZVPD" e_above_lowest_kj_mol=178.5 largest_force_ha_per_bohr=0.010 e_homo_ev=-15.36 charge=+3 gap_ev=6.1 total_energy_ev=-61815.0036
Ta -1.146 0.053 0.558
C -2.868 -0.137 -2.226
O -2.514 -0.715 -0.931
C -2.929 -2.063 -0.704
C -3.428 -2.880 -1.694
C -3.815 -4.167 -1.334
C -3.693 -4.601 -0.020
C -3.184 -3.761 0.957
C -2.801 -2.474 0.611
N -2.255 -1.501 1.498
N -2.467 -1.741 2.751
C -2.076 -0.963 3.752
C -1.373 0.270 3.606
O -1.055 0.674 2.366
C -1.038 1.049 4.691
C -1.385 0.615 5.959
C -2.069 -0.592 6.194
C -2.402 -0.986 7.511
C -3.080 -2.153 7.725
C -3.444 -2.954 6.631
C -3.132 -2.595 5.338
C -2.435 -1.408 5.094
H -3.930 -0.299 -2.391
H -2.273 -0.609 -3.004
H -2.653 0.924 -2.164
H -3.534 -2.549 -2.716
H -4.215 -4.826 -2.091
H -3.996 -5.604 0.246
H -3.079 -4.088 1.981
H -0.518 1.985 4.539
H -1.120 1.233 6.808
H -2.117 -0.351 8.340
H -3.339 -2.458 8.729
H -3.986 -3.874 6.804
H -3.432 -3.225 4.515
C 3.566 -0.147 -4.681
C 3.967 -0.001 -3.223
N 3.250 -0.966 -2.347
C 3.591 -2.406 -2.523
C 2.590 -3.169 -3.383
C 2.364 -0.602 -1.488
S 1.523 -1.758 -0.496
N 0.937 1.230 -1.713
C -0.065 2.076 -1.510
O -0.974 1.691 -0.648
C -0.248 3.305 -2.224
C 0.826 3.919 -2.885
C 0.633 5.118 -3.535
C -0.634 5.697 -3.554
C -1.710 5.090 -2.913
C -1.522 3.901 -2.240
H 4.070 0.632 -5.252
H 2.490 -0.031 -4.813
H 3.875 -1.104 -5.097
H 3.752 0.999 -2.861
H 5.032 -0.190 -3.087
H 3.681 -2.841 -1.524
H 4.583 -2.427 -2.970
H 1.569 -3.063 -3.022
H 2.848 -4.226 -3.345
H 2.628 -2.849 -4.421
H 1.807 3.463 -2.872
H 1.461 5.608 -4.029
H -0.783 6.635 -4.073
H -2.687 5.551 -2.937
H -2.344 3.433 -1.717
C 1.884 2.581 0.647
C 2.787 1.573 -0.066
C 3.972 2.321 -0.718
C 3.353 0.579 0.958
C 1.996 0.834 -1.152
N 0.333 -0.812 0.121
H 2.460 3.059 1.438
H 1.029 2.093 1.121
H 1.529 3.376 -0.011
H 4.360 3.034 0.008
H 3.689 2.881 -1.609
H 4.784 1.641 -0.972
H 3.976 1.133 1.660
H 3.988 -0.180 0.498
H 2.565 0.085 1.529

[3]
83
Properties=species:S:1:pos:R:3 method="wB97M-V/def2-TZVPD" spin_multiplicity=3 e_above_lowest_kj_mol=67.0 largest_force_ha_per_bohr=0.016 e_homo_ev="-9.78 / -10.03" charge=+1 gap_ev="6.1 / 6.3" total_energy_ev=-121808.0755
Pd -0.449 -0.254 0.341
C -3.516 7.407 0.651
O -2.906 6.157 0.928
C -2.656 5.857 2.231
C -2.945 6.676 3.309
C -2.658 6.253 4.601
C -2.106 5.005 4.820
C -1.827 4.173 3.744
C -2.078 4.596 2.446
N -1.886 3.794 1.304
C -1.018 2.757 1.135
N 0.088 2.766 1.904
C 1.137 1.839 1.983
C 1.181 0.619 1.327
C 2.303 -0.196 1.477
C 3.353 0.190 2.290
C 3.306 1.407 2.960
C 2.215 2.239 2.800
O 2.060 3.454 3.406
C 3.232 4.173 3.774
N -1.255 1.782 0.301
C -2.294 1.781 -0.648
C -3.167 0.693 -0.707
C -4.155 0.613 -1.674
C -4.280 1.630 -2.604
C -3.426 2.721 -2.569
C -2.436 2.809 -1.598
O -1.562 3.843 -1.488
C -1.515 4.786 -2.547
H -3.626 7.454 -0.429
H -2.889 8.235 0.986
H -4.501 7.478 1.117
H -3.401 7.644 3.159
H -2.886 6.902 5.435
H -1.905 4.665 5.827
H -1.442 3.178 3.922
H -2.426 4.075 0.501
H 0.236 3.593 2.464
H 2.364 -1.144 0.952
H 4.216 -0.451 2.412
H 4.125 1.691 3.604
H 3.882 3.598 4.432
H 2.884 5.055 4.303
H 3.790 4.469 2.883
H -3.082 -0.073 0.057
H -4.834 -0.229 -1.692
H -5.052 1.585 -3.361
H -3.534 3.505 -3.306
H -0.660 5.425 -2.341
H -2.420 5.398 -2.578
H -1.375 4.290 -3.510
O 0.365 -0.533 -1.800
C 1.097 -1.445 -2.221
C 1.626 -1.399 -3.635
C 1.123 -2.560 -4.534
C 0.402 -3.685 -3.791
C 1.314 -4.509 -2.879
C 2.213 -3.632 -1.996
N 1.511 -2.472 -1.462
H 2.716 -1.417 -3.574
H 1.339 -0.437 -4.049
H 1.966 -2.983 -5.084
H 0.431 -2.151 -5.269
H -0.050 -4.352 -4.526
H -0.422 -3.257 -3.212
H 1.947 -5.162 -3.483
H 0.694 -5.152 -2.250
H 3.069 -3.283 -2.574
H 2.596 -4.211 -1.158
H 1.127 -2.508 -0.531
Se -2.117 -3.558 -0.523
N -1.291 -2.345 0.513
C -1.461 -2.741 1.784
C -0.970 -2.058 2.925
C -1.253 -2.567 4.157
C -1.989 -3.774 4.319
C -2.456 -4.472 3.251
C -2.212 -3.964 1.948
N -2.632 -4.533 0.829
H -0.382 -1.156 2.803
H -0.900 -2.045 5.037
H -2.169 -4.146 5.318
H -3.006 -5.396 3.362

Copy entry 3 word for word.
83
Properties=species:S:1:pos:R:3 method="wB97M-V/def2-TZVPD" spin_multiplicity=3 e_above_lowest_kj_mol=67.0 largest_force_ha_per_bohr=0.016 e_homo_ev="-9.78 / -10.03" charge=+1 gap_ev="6.1 / 6.3" total_energy_ev=-121808.0755
Pd -0.449 -0.254 0.341
C -3.516 7.407 0.651
O -2.906 6.157 0.928
C -2.656 5.857 2.231
C -2.945 6.676 3.309
C -2.658 6.253 4.601
C -2.106 5.005 4.820
C -1.827 4.173 3.744
C -2.078 4.596 2.446
N -1.886 3.794 1.304
C -1.018 2.757 1.135
N 0.088 2.766 1.904
C 1.137 1.839 1.983
C 1.181 0.619 1.327
C 2.303 -0.196 1.477
C 3.353 0.190 2.290
C 3.306 1.407 2.960
C 2.215 2.239 2.800
O 2.060 3.454 3.406
C 3.232 4.173 3.774
N -1.255 1.782 0.301
C -2.294 1.781 -0.648
C -3.167 0.693 -0.707
C -4.155 0.613 -1.674
C -4.280 1.630 -2.604
C -3.426 2.721 -2.569
C -2.436 2.809 -1.598
O -1.562 3.843 -1.488
C -1.515 4.786 -2.547
H -3.626 7.454 -0.429
H -2.889 8.235 0.986
H -4.501 7.478 1.117
H -3.401 7.644 3.159
H -2.886 6.902 5.435
H -1.905 4.665 5.827
H -1.442 3.178 3.922
H -2.426 4.075 0.501
H 0.236 3.593 2.464
H 2.364 -1.144 0.952
H 4.216 -0.451 2.412
H 4.125 1.691 3.604
H 3.882 3.598 4.432
H 2.884 5.055 4.303
H 3.790 4.469 2.883
H -3.082 -0.073 0.057
H -4.834 -0.229 -1.692
H -5.052 1.585 -3.361
H -3.534 3.505 -3.306
H -0.660 5.425 -2.341
H -2.420 5.398 -2.578
H -1.375 4.290 -3.510
O 0.365 -0.533 -1.800
C 1.097 -1.445 -2.221
C 1.626 -1.399 -3.635
C 1.123 -2.560 -4.534
C 0.402 -3.685 -3.791
C 1.314 -4.509 -2.879
C 2.213 -3.632 -1.996
N 1.511 -2.472 -1.462
H 2.716 -1.417 -3.574
H 1.339 -0.437 -4.049
H 1.966 -2.983 -5.084
H 0.431 -2.151 -5.269
H -0.050 -4.352 -4.526
H -0.422 -3.257 -3.212
H 1.947 -5.162 -3.483
H 0.694 -5.152 -2.250
H 3.069 -3.283 -2.574
H 2.596 -4.211 -1.158
H 1.127 -2.508 -0.531
Se -2.117 -3.558 -0.523
N -1.291 -2.345 0.513
C -1.461 -2.741 1.784
C -0.970 -2.058 2.925
C -1.253 -2.567 4.157
C -1.989 -3.774 4.319
C -2.456 -4.472 3.251
C -2.212 -3.964 1.948
N -2.632 -4.533 0.829
H -0.382 -1.156 2.803
H -0.900 -2.045 5.037
H -2.169 -4.146 5.318
H -3.006 -5.396 3.362